[1]
{
  "formula": "C4H12N2O",
  "method": "ωB97M-V/def2-TZVPD",
  "lumo_ev": 0.71,
  "relative_energy_kcal_mol": 50.3,
  "homo_lumo_gap_ha": 0.3603,
  "elements": ["C", "N", "C", "C", "O", "H", "H", "H", "H", "H", "H", "H", "C", "N", "H", "H", "H", "H", "H"],
  "coordinates": [[0.348775, -1.767167, 1.294660], [0.097035, -0.784778, 0.264429], [-1.265009, -0.622940, 0.007937], [-1.667907, 0.318247, -1.044684], [-2.130601, -1.138305, 0.694678], [-0.093613, -2.766040, 0.783773], [1.469390, -1.758155, 1.733284], [-0.365657, -1.540699, 2.228603], [0.773991, -0.238354, -0.193308], [-0.759545, 0.572572, -1.544685], [-2.308661, 1.085136, -0.538262], [-2.390687, -0.268419, -1.691296], [1.897270, 2.268516, -0.029570], [1.995485, 1.182929, -0.993212], [2.019412, 1.770539, 0.927454], [2.563123, 3.082458, -0.154529], [0.935734, 2.838887, -0.188660], [1.569381, 1.379216, -1.929752], [3.105526, 0.982299, -1.258615]],
  "forces_ev_per_angstrom": [[-0.396, -1.255, 1.603], [-2.924, -0.776, 0.864], [0.887, 0.161, 1.464], [-1.730, -0.699, -0.386], [0.213, -0.704, 0.112], [1.658, 1.655, 1.890], [-2.591, -0.309, -1.568], [1.588, -0.565, -2.050], [1.168, 0.699, -0.669], [0.087, 1.096, -0.836], [1.028, -0.178, -0.742], [1.002, 0.810, 0.366], [-1.648, 0.220, -0.577], [3.437, -0.923, -2.808], [-0.340, 0.681, 0.434], [1.409, 0.524, -0.064], [0.437, -1.204, 0.705], [0.552, 0.122, 1.253], [-3.837, 0.645, 1.009]]
}

[2]
{
  "formula": "C4H12N2O",
  "method": "ωB97M-V/def2-TZVPD",
  "lumo_ev": 0.88,
  "relative_energy_kcal_mol": 59.2,
  "homo_lumo_gap_ha": 0.3444,
  "elements": ["N", "C", "C", "C", "N", "C", "O", "H", "H", "H", "H", "H", "H", "H", "H", "H", "H", "H", "H"],
  "coordinates": [[-2.221457, -0.302744, -0.511482], [-1.502016, -0.652930, 0.756701], [0.029571, -1.266555, 0.611607], [1.159193, -0.268298, 0.056887], [1.699860, -0.832721, -1.159500], [0.776109, 1.211212, -0.385133], [0.176951, 1.900080, 0.698960], [-2.954500, -1.014771, -0.496320], [-2.782891, 0.504308, -0.475017], [-1.396011, 0.329641, 1.246789], [-1.988284, -1.299230, 1.399700], [0.411806, -1.646618, 1.607100], [-0.155506, -2.008573, -0.163268], [1.890910, -0.153158, 0.892043], [1.666154, -0.230917, -1.988458], [2.521830, -1.409798, -1.114398], [1.750464, 1.634082, -0.640096], [0.071885, 1.102379, -1.240094], [0.422575, 2.799698, 0.836841]],
  "forces_ev_per_angstrom": [[0.351, -3.373, 0.473], [3.357, 3.299, -0.644], [-1.526, 2.123, -0.189], [-0.966, 0.280, 0.161], [0.201, 0.035, -0.822], [-0.108, -1.501, 0.905], [-0.754, -1.089, 0.221], [0.191, -0.062, -0.935], [-0.145, 1.621, 0.646], [0.068, -0.657, 0.358], [-1.442, -1.390, 1.046], [-0.889, 0.057, -1.169], [0.714, -0.481, 0.302], [-0.167, -0.082, -0.728], [0.260, -0.443, 0.700], [0.049, 0.180, 0.068], [-0.273, 0.268, -0.347], [0.485, 0.432, 0.384], [0.595, 0.784, -0.430]]
}

[3]
{
  "formula": "C4H12N2O",
  "method": "ωB97M-V/def2-TZVPD",
  "lumo_ev": 1.05,
  "relative_energy_kcal_mol": 61.9,
  "homo_lumo_gap_ha": 0.3405,
  "elements": ["H", "N", "C", "O", "H", "H", "C", "C", "H", "H", "H", "H", "C", "N", "H", "H", "H", "H", "H"],
  "coordinates": [[1.998615, -1.928416, 1.781152], [1.521297, -1.121478, 1.401924], [1.670580, -0.063746, 2.084890], [1.146860, 1.090181, 1.737013], [2.236439, 0.014178, 3.019884], [0.453686, 0.974243, 0.993247], [-1.809571, 0.731899, -0.294460], [-1.622073, 1.328511, 0.899164], [-2.302951, -0.227479, -0.357882], [-1.717114, 1.282658, -1.220155], [-2.027724, 0.885328, 1.797113], [-1.365750, 2.377561, 0.958541], [0.000624, -1.055609, -2.254737], [0.364375, -0.183984, -1.144014], [0.817677, -1.690401, -2.609095], [-0.352629, -0.446875, -3.088787], [-0.821413, -1.694521, -1.930252], [1.096528, 0.461127, -1.426829], [0.712546, -0.733176, -0.346718]],
  "forces_ev_per_angstrom": [[0.051, 0.093, 0.257], [-0.041, 0.066, 0.082], [0.325, -0.924, 0.084], [-1.324, 0.561, -1.160], [-0.008, 0.035, -0.192], [1.141, 0.029, 1.234], [-0.723, 1.159, 1.189], [-1.350, -0.086, -1.024], [0.288, -0.225, -0.034], [0.322, -0.145, 0.022], [0.436, -0.244, 0.183], [0.278, 0.025, 0.007], [0.006, 0.192, 0.155], [0.675, -0.404, -0.168], [-0.029, -0.081, -0.086], [-0.037, -0.088, -0.057], [-0.016, -0.078, -0.115], [0.024, -0.148, 0.061], [-0.017, 0.262, -0.440]]
}

[4]
{
  "formula": "C4H12N2O",
  "method": "ωB97M-V/def2-TZVPD",
  "lumo_ev": [-3.01, -8.32],
  "relative_energy_kcal_mol": 30.9,
  "multiplicity": 2,
  "s2": 0.7544,
  "homo_lumo_gap_ha": [0.4451, 0.2388],
  "charge": 1,
  "elements": ["C", "C", "C", "O", "N", "C", "N", "H", "H", "H", "H", "H", "H", "H", "H", "H", "H", "H", "H"],
  "coordinates": [[0.009902, 0.110940, 0.670889], [1.466488, 0.276047, 0.197642], [2.369315, 0.777545, 1.299922], [1.366937, 1.168030, -0.914045], [-0.751234, -0.555330, -0.402307], [-2.198335, -0.414543, -0.374566], [-2.863381, -1.410572, -1.249383], [-0.460044, 1.099820, 0.757803], [-0.066484, -0.435939, 1.607874], [1.663545, -0.707968, -0.248319], [2.297563, 1.864618, 1.403946], [2.130345, 0.424900, 2.301859], [3.405206, 0.600945, 1.015749], [2.161442, 1.041614, -1.459912], [-0.397974, -0.135632, -1.280217], [-2.497906, 0.552485, -0.783239], [-2.605165, -0.536063, 0.625811], [-2.355951, -1.329016, -2.141975], [-2.674266, -2.391884, -1.027524]],
  "forces_ev_per_angstrom": [[0.712, -0.821, -0.337], [-1.403, -0.299, -0.108], [0.398, 0.602, -0.184], [0.283, -0.172, -0.195], [-0.642, 3.527, 0.350], [-1.349, -2.333, -0.182], [1.691, 0.234, -0.760], [-0.169, 0.045, 0.149], [-0.168, 0.005, 0.059], [0.885, -0.062, 0.633], [-0.282, -0.021, -0.364], [0.182, -0.598, -0.170], [0.072, -0.250, 0.369], [-0.340, 0.279, 0.116], [0.410, -1.060, -0.266], [0.442, 0.300, 0.101], [0.305, 0.194, 0.197], [-0.890, 0.064, -0.141], [-0.137, 0.364, 0.734]]
}

[5]
{
  "formula": "C4H12N2O",
  "method": "ωB97M-V/def2-TZVPD",
  "lumo_ev": [-3.60, -3.75],
  "relative_energy_kcal_mol": 93.4,
  "multiplicity": 2,
  "s2": 0.7529,
  "homo_lumo_gap_ha": [0.1346, 0.2901],
  "charge": 1,
  "elements": ["O", "C", "C", "C", "C", "N", "N", "H", "H", "H", "H", "H", "H", "H", "H", "H", "H", "H", "H"],
  "coordinates": [[0.224448, -2.299232, 0.273088], [-0.495528, -1.553902, 0.830685], [-0.027705, -0.084911, 0.984302], [-0.049650, 0.915217, -0.128947], [0.730440, 0.490643, -1.291620], [0.382562, 1.222044, -2.688759], [-0.717731, 0.538832, 2.259353], [-1.512132, -1.919902, 1.357442], [0.999768, -0.295407, 1.452058], [0.485251, 1.924896, 0.164850], [-1.064749, 1.356602, -0.491928], [0.610036, -0.671564, -1.504565], [1.854139, 0.830687, -1.114282], [0.495653, 2.285494, -2.763135], [-0.576964, 1.041202, -2.874768], [1.045723, 0.782900, -3.401741], [-0.118528, 1.094311, 2.867763], [-1.309673, -0.211663, 2.829087], [-1.303280, 1.247878, 1.933840]],
  "forces_ev_per_angstrom": [[3.768, -3.607, -2.972], [-5.340, 3.642, 3.118], [0.823, -2.234, 3.434], [-1.141, 4.736, -0.063], [3.130, -1.602, -2.174], [2.261, 0.364, 0.757], [-0.688, -1.917, 0.566], [1.585, 1.159, -0.847], [-0.629, 0.791, -1.504], [-0.793, -1.449, 0.099], [1.014, -1.502, 0.967], [0.420, 2.436, 0.284], [-2.182, -1.328, -0.585], [0.097, -1.731, 0.624], [-1.113, -0.520, -0.690], [-1.396, 0.661, 0.906], [0.567, -0.748, 0.260], [1.675, 1.595, -1.487], [-2.057, 1.256, -0.694]]
}

[6]
{
  "formula": "C4H12N2O2",
  "method": "ωB97M-V/def2-TZVPD",
  "lumo_ev": [3.95, 3.85],
  "relative_energy_kcal_mol": 27.5,
  "multiplicity": 2,
  "s2": 0.7504,
  "homo_lumo_gap_ha": [0.1069, 0.3440],
  "charge": -1,
  "elements": ["N", "C", "C", "C", "C", "N", "O", "H", "H", "H", "H", "H", "H", "H", "H", "H", "H", "H", "H", "O"],
  "coordinates": [[-0.058976, -0.688766, -1.845670], [2.219912, 0.646623, -0.276746], [0.826038, 0.361933, 0.289652], [-0.300918, 0.261246, -0.767962], [-1.565571, -0.200895, -0.062504], [-2.490712, -1.001060, -0.615470], [-1.670886, 0.084597, 1.142810], [0.488442, -1.497932, -1.579714], [0.290761, -0.297881, -2.720307], [2.776415, 1.405491, 0.256871], [2.047742, 0.898317, -1.331006], [2.768427, -0.280716, -0.461802], [0.798452, -0.515306, 0.930208], [0.544768, 1.223923, 0.896252], [-0.322845, 1.294338, -1.126140], [-2.334289, -1.448169, -1.504254], [-3.220870, -1.397470, -0.049457], [-0.027771, 0.933810, 2.494720], [-0.810614, -0.106204, 3.093941], [0.042487, 0.324117, 3.236580]],
  "forces_ev_per_angstrom": [[-0.211, 0.136, -0.610], [-0.958, -0.974, -1.583], [-0.098, 0.172, 0.281], [0.646, -1.143, -0.197], [0.546, 0.361, 2.370], [-0.169, -0.350, -1.262], [-0.653, 0.285, -0.467], [0.102, 0.101, 0.095], [0.130, 0.155, 0.117], [0.167, -0.008, 0.052], [0.292, 0.843, 0.123], [0.317, -0.035, 0.665], [0.115, 0.051, 0.101], [0.035, -0.010, 0.071], [-0.744, -0.123, -0.582], [0.325, 0.326, -0.108], [0.147, 0.312, 0.336], [0.295, 0.078, -0.006], [0.084, -0.264, 0.138], [-0.369, 0.088, 0.465]]
}